No. 1
DFT (ωB97M-V/def2-TZVPD) results for C36H26N2O2PPd as an isolated structure.

Each line ends with the Mulliken charge.
Element x y z (Å)
Pd1 -0.3022 -0.0884 -0.0132  -0.644
O1 -1.3108 1.2707 1.0602  -0.486
C1 -1.6287 1.0941 2.3015  0.533
C2 -2.2463 2.2097 2.9490  -0.429
C3 -2.6958 2.1401 4.2525  -0.467
C4 -2.4864 0.9878 5.0166  -0.705
C5 -1.8662 -0.0884 4.4199  -0.807
C6 -1.4410 -0.0802 3.0836  0.552
C7 -0.8325 -1.3152 2.6074  -0.560
N1 -0.3689 -1.4848 1.4340  0.492
N2 0.2070 -2.7112 1.1120  -0.897
C8 0.6590 -2.6673 -0.1152  0.602
O2 0.5799 -1.6808 -0.9385  -0.933
C9 1.3452 -3.9012 -0.6195  0.478
C10 1.5503 -5.0026 0.2071  -0.184
C11 2.2116 -6.1248 -0.2711  -0.631
C12 2.6754 -6.1577 -1.5808  -0.361
C13 2.4660 -5.0643 -2.4099  -0.669
C14 1.8026 -3.9407 -1.9312  -0.415
H1 -2.3428 3.1103 2.3588  0.493
H2 -3.1605 3.0098 4.7056  0.362
H3 -2.8074 0.9417 6.0496  0.391
H4 -1.7002 -0.9984 4.9897  0.332
H5 -0.7626 -2.1543 3.2993  0.252
H6 1.1840 -4.9600 1.2236  0.429
H7 2.3680 -6.9759 0.3813  0.362
H8 3.2014 -7.0301 -1.9509  0.365
H9 2.8209 -5.0841 -3.4335  0.385
H10 1.6323 -3.0766 -2.5594  0.421
C15 7.0134 1.6455 0.5654  -0.457
C16 6.2054 2.3242 1.4683  -0.683
C17 4.8250 2.1626 1.4311  -0.065
C18 4.2299 1.3149 0.4977  -0.349
C19 5.0564 0.6232 -0.3887  -0.306
C20 6.4345 0.7918 -0.3645  -0.605
P1 2.4112 1.0216 0.3196  1.052
C21 1.8392 1.6286 1.9557  0.507
C22 1.9923 0.7521 3.0321  -0.443
C23 1.6017 1.1196 4.3139  -0.714
C24 1.0210 2.3547 4.5389  -0.399
C25 0.8229 3.2248 3.4662  -0.723
C26 1.2405 2.8564 2.1762  -0.050
C27 1.9701 2.3840 -0.8503  0.758
C28 2.8349 3.4355 -1.0302  -0.016
C29 2.6092 4.4339 -2.0028  -1.026
C30 1.5126 4.3536 -2.8023  -0.769
C31 0.5821 3.2944 -2.6540  0.685
C32 -0.5478 3.2423 -3.5057  -0.801
C33 -1.4564 2.2370 -3.3668  -0.747
C34 -1.2794 1.2640 -2.3602  0.176
C35 -0.2088 1.2640 -1.4970  -0.120
C36 0.7782 2.2926 -1.6557  -0.185
H11 8.0888 1.7755 0.5903  0.359
H12 6.6496 2.9879 2.2011  0.386
H13 4.2013 2.7016 2.1364  0.432
H14 4.6080 -0.0591 -1.1036  0.395
H15 7.0558 0.2471 -1.0655  0.382
H16 2.4423 -0.2216 2.8662  0.345
H17 1.7270 0.4227 5.1344  0.357
H18 0.6690 2.6190 5.5289  0.368
H19 0.3075 4.1640 3.6151  0.393
H20 1.0746 3.5284 1.3428  0.358
H21 3.7293 3.5101 -0.4276  0.368
H22 3.3177 5.2464 -2.1131  0.405
H23 1.3254 5.1000 -3.5679  0.327
H24 -0.6691 4.0137 -4.2590  0.331
H25 -2.3244 2.1892 -4.0160  0.371
H26 -2.0371 0.4965 -2.2564  0.444

Calculated values
**Charge**: -1
**ΔE to the lowest compared entry with this formula, charge and spin**: 0.0 kJ/mol
**Orbital gap**: 7.301 eV
**HOMO energy**: -0.164 Eh


No. 2
DFT (ωB97M-V/def2-TZVPD) results for C36H26N7O2W as an isolated structure.

Each line ends with the Mulliken charge.
Element x y z (Å)
W1 -0.0531 -0.4277 -0.0428  3.085
C1 -3.3400 -2.7403 -3.9074  -0.764
C2 -3.2063 -3.5897 -2.8185  -1.134
C3 -2.7333 -3.1129 -1.6069  0.027
C4 -2.3913 -1.7672 -1.4790  0.000
C5 -2.5387 -0.9161 -2.5696  -0.200
C6 -3.0064 -1.4012 -3.7807  -0.884
N1 -1.8814 -1.2285 -0.2549  0.834
C7 -2.6244 -1.4410 0.9254  1.389
C8 -3.8387 -2.1164 1.0618  -1.062
C9 -4.2984 -2.4221 2.3317  -0.787
C10 -3.5765 -2.0752 3.4681  -0.854
C11 -2.3969 -1.3611 3.3488  -0.400
C12 -1.9454 -1.0335 2.0813  -0.337
N2 -0.8060 -0.2602 1.7967  -0.283
N3 0.4520 -0.8463 1.9470  -0.573
C13 1.4386 0.1771 2.0205  0.262
C14 2.4775 0.2302 2.9344  -1.271
C15 3.4580 1.1825 2.7167  -0.280
C16 3.3986 2.0111 1.6004  -1.022
C17 2.3477 1.8717 0.7171  -0.049
N4 1.3778 0.9833 0.9525  -0.269
H1 -3.7083 -3.1204 -4.8507  0.437
H2 -3.4599 -4.6374 -2.9133  0.443
H3 -2.6122 -3.7850 -0.7672  0.871
H4 -2.3124 0.1350 -2.4610  0.506
H5 -3.1174 -0.7290 -4.6210  0.482
H6 -4.4145 -2.4011 0.1939  0.572
H7 -5.2350 -2.9530 2.4367  0.444
H8 -3.9445 -2.3482 4.4473  0.435
H9 -1.8353 -1.0488 4.2193  0.477
H10 2.5014 -0.4528 3.7713  0.554
H11 4.2852 1.2717 3.4082  0.459
H12 4.1699 2.7420 1.4080  0.438
H13 2.2642 2.4623 -0.1865  0.485
O1 2.0150 -0.1643 -3.6474  -0.627
C18 1.4400 -0.4401 -2.6336  -0.237
N5 0.4922 0.3168 -1.9421  0.380
C19 0.0460 1.5101 -2.4705  -0.093
O2 0.2917 1.9947 -3.5437  -0.611
C20 -0.8843 2.1859 -1.5031  0.673
C21 -1.4985 3.3793 -1.8265  -0.911
C22 -2.3701 3.9424 -0.9092  -0.425
C23 -2.5858 3.2874 0.2924  -0.864
C24 -1.9285 2.0975 0.5473  -0.248
N6 -1.0881 1.5507 -0.3411  0.361
C25 1.6767 -1.7417 -1.8885  1.203
C26 2.6638 -2.6714 -2.4566  -1.212
C27 3.4810 -3.3722 -1.6666  -0.377
C28 3.4815 -3.1754 -0.2288  -0.903
C29 2.6769 -2.2870 0.3553  -0.359
N7 1.7306 -1.5531 -0.4018  0.149
H14 -1.2797 3.8247 -2.7866  0.602
H15 -2.8741 4.8740 -1.1274  0.466
H16 -3.2590 3.6864 1.0371  0.487
H17 -2.0587 1.5660 1.4774  0.535
H18 2.7152 -2.7169 -3.5353  0.512
H19 4.2038 -4.0522 -2.0950  0.497
H20 4.1836 -3.7214 0.3850  0.470
H21 2.6810 -2.0682 1.4118  0.398
C30 0.5389 -2.1943 -1.0446  -1.013
C31 0.1765 -3.5971 -0.7926  0.474
C32 -0.1421 -4.0056 0.5016  0.221
C33 -0.5756 -5.3019 0.7300  -1.039
C34 -0.6849 -6.1941 -0.3285  -0.518
C35 -0.3518 -5.7935 -1.6156  -0.968
C36 0.0769 -4.4973 -1.8489  -0.325
H22 -0.0585 -3.3085 1.3293  0.353
H23 -0.8281 -5.6152 1.7343  0.494
H24 -1.0251 -7.2053 -0.1490  0.426
H25 -0.4335 -6.4901 -2.4393  0.488
H26 0.3176 -4.1762 -2.8551  0.507

Calculated values
**Charge**: +1
**ΔE to the lowest compared entry with this formula, charge and spin**: 91.1 kJ/mol
**Orbital gap (alpha / beta)**: 6.706 / 6.706 eV
**HOMO energy (alpha / beta)**: -0.388 / -0.388 Eh


No. 3
DFT (ωB97M-V/def2-TZVPD) results for C36H27AsGaO4PS as an isolated structure.

Each line ends with the Mulliken charge.
Element x y z (Å)
Ga1 -0.6140 0.0446 -0.9131  1.328
O1 -0.4877 1.6204 -3.9862  -0.603
S1 -1.2803 1.6530 -2.7910  0.939
O2 -2.3707 2.5757 -2.7350  -0.641
O3 -0.3337 1.8283 -1.5401  -0.434
O4 -1.7560 0.1975 -2.4261  -0.365
C1 2.9911 -5.4596 -1.1417  -0.560
C2 2.5994 -4.9466 0.0841  -0.732
C3 1.4973 -4.1058 0.1730  -0.490
C4 0.7694 -3.7860 -0.9672  0.609
C5 1.1638 -4.3151 -2.1987  -0.626
C6 2.2708 -5.1411 -2.2872  -0.754
P1 -0.6200 -2.6136 -0.9851  0.238
C7 -2.0067 -3.5950 -1.6199  0.664
C8 -2.1554 -4.9525 -1.3376  -0.480
C9 -3.2552 -5.6425 -1.8191  -0.639
C10 -4.2088 -4.9820 -2.5854  -0.474
C11 -4.0597 -3.6346 -2.8749  -0.699
C12 -2.9574 -2.9373 -2.3976  -0.526
C13 -1.0249 -2.1391 0.7182  0.072
C14 -1.3039 -2.9657 1.8047  0.135
C15 -1.6405 -2.3929 3.0191  -0.779
C16 -1.7099 -1.0085 3.1428  -0.595
C17 -1.4487 -0.1859 2.0572  -0.585
C18 -1.0995 -0.7450 0.8293  -0.120
H1 3.8543 -6.1092 -1.2084  0.408
H2 3.1572 -5.1909 0.9785  0.442
H3 1.2117 -3.6951 1.1327  0.432
H4 0.5914 -4.0819 -3.0906  0.508
H5 2.5698 -5.5414 -3.2474  0.428
H6 -1.4045 -5.4720 -0.7535  0.370
H7 -3.3685 -6.6962 -1.5992  0.404
H8 -5.0667 -5.5233 -2.9631  0.381
H9 -4.7965 -3.1225 -3.4795  0.426
H10 -2.8312 -1.8866 -2.6337  0.506
H11 -1.2695 -4.0443 1.7008  0.462
H12 -1.8599 -3.0224 3.8719  0.415
H13 -1.9797 -0.5694 4.0952  0.406
H14 -1.5248 0.8887 2.1711  0.493
C19 5.0748 -2.6985 1.2009  -0.570
C20 4.0124 -2.1109 1.8736  -0.642
C21 3.0880 -1.3492 1.1733  -0.554
C22 3.2408 -1.1586 -0.1961  0.729
C23 4.2986 -1.7545 -0.8717  -0.441
C24 5.2112 -2.5295 -0.1705  -0.678
As1 1.9890 0.0102 -1.0826  0.718
C25 2.7779 1.7592 -0.9680  0.377
C26 2.9553 2.5398 0.1591  -0.775
C27 3.4958 3.8108 0.0183  -0.816
C28 3.8364 4.2846 -1.2422  -0.681
C29 3.6521 3.4982 -2.3699  -0.935
C30 3.1211 2.2210 -2.2411  0.877
C31 2.8742 1.2696 -3.3458  0.059
C32 3.0702 1.5225 -4.6969  -0.599
C33 2.7756 0.5418 -5.6310  -0.801
C34 2.2840 -0.6957 -5.2352  -0.618
C35 2.0740 -0.9571 -3.8892  -0.305
C36 2.3793 0.0210 -2.9588  0.179
H15 5.7948 -3.2945 1.7472  0.423
H16 3.8998 -2.2498 2.9412  0.409
H17 2.2436 -0.9087 1.6949  0.442
H18 4.4118 -1.6128 -1.9400  0.479
H19 6.0338 -2.9956 -0.6975  0.435
H20 2.6763 2.1728 1.1396  0.458
H21 3.6421 4.4350 0.8898  0.406
H22 4.2477 5.2799 -1.3482  0.405
H23 3.9200 3.8855 -3.3443  0.380
H24 3.4324 2.4870 -5.0277  0.391
H25 2.9171 0.7503 -6.6834  0.382
H26 2.0443 -1.4466 -5.9763  0.433
H27 1.6669 -1.9094 -3.5732  0.468

Calculated values
**Orbital gap**: 8.864 eV
**HOMO energy**: -0.315 Eh